[1]
# C18H10Cl40F9O5P

A molecular structure, C18H10Cl40F9O5P at a distorted geometry (ωB97M-V with the def2-TZVPD basis set, the Open Molecules 2025 dataset).

## Properties
**Calculated total energy**: -20715.55062 hartree
**HOMO level**: -10.24 eV
**Kohn-Sham gap**: 9.15 eV

```
! RIJCOSX wB97M-V def2-TZVPD def2/J DEFGRID3
* xyz 0 1
C -0.720 -1.597 0.328
O -0.227 -0.331 -0.236
C -0.284 0.775 0.732
C -0.857 2.202 0.075
O -2.278 2.446 0.362
C -3.172 1.487 -0.298
C -4.406 1.184 0.727
F -4.979 2.530 1.106
F -3.801 0.654 1.991
C -5.647 0.306 0.144
F -6.868 1.181 -0.017
F -6.035 -0.635 1.265
C -5.336 -0.651 -1.137
F -4.157 -1.565 -0.893
F -6.510 -1.598 -1.239
C -5.219 0.073 -2.591
F -3.808 -0.025 -3.048
F -6.039 -0.713 -3.577
F -5.656 1.480 -2.663
P -0.344 2.458 -1.752
O 1.230 2.804 -1.784
O -1.179 3.899 -2.327
O -0.751 1.160 -2.830
H -0.842 -2.353 -0.587
H -1.784 -1.497 0.831
H 0.058 -2.128 1.058
H 0.720 0.923 1.327
H -1.116 0.469 1.532
H -0.265 3.044 0.683
H -3.579 2.036 -1.277
H -2.669 0.501 -0.673
H -1.204 4.582 -1.588
H -1.379 0.492 -2.427
C 2.832 -0.953 3.763
Cl 3.001 -2.517 4.599
Cl 3.341 0.361 4.853
Cl 3.855 -0.945 2.304
Cl 1.130 -0.711 3.295
C 3.132 4.700 -4.195
Cl 1.563 4.045 -4.727
Cl 3.033 5.155 -2.475
Cl 4.395 3.462 -4.410
Cl 3.537 6.136 -5.168
C 2.832 5.795 1.924
Cl 4.420 6.370 2.492
Cl 2.959 5.287 0.220
Cl 2.310 4.412 2.919
Cl 1.639 7.111 2.063
C -0.468 -4.043 -3.364
Cl -0.861 -5.380 -4.474
Cl -1.666 -2.738 -3.558
Cl -0.502 -4.635 -1.684
Cl 1.158 -3.417 -3.740
C 5.232 -4.609 0.196
Cl 5.185 -3.977 1.862
Cl 6.698 -4.013 -0.623
Cl 5.256 -6.390 0.237
Cl 3.789 -4.054 -0.690
C 2.232 -8.617 -2.069
Cl 2.393 -9.576 -0.576
Cl 3.441 -9.163 -3.258
Cl 0.597 -8.836 -2.742
Cl 2.497 -6.894 -1.701
C -3.768 4.554 3.898
Cl -3.815 5.185 5.563
Cl -2.302 5.150 3.078
Cl -3.744 2.773 3.938
Cl -5.211 5.108 3.011
C 4.032 -2.328 8.393
Cl 4.193 -3.287 9.887
Cl 5.241 -2.874 7.204
Cl 2.397 -2.547 7.720
Cl 4.297 -0.605 8.762
C 4.332 10.399 0.881
Cl 3.939 9.062 -0.229
Cl 3.134 11.704 0.687
Cl 4.298 9.807 2.561
Cl 5.958 11.024 0.505
C -2.568 -9.616 -5.669
Cl -1.673 -8.181 -5.108
Cl -1.507 -10.613 -6.697
Cl -3.100 -10.572 -4.263
Cl -3.991 -9.099 -6.609
*
```

---

[2]
# C39H53Br2N5O3

9 unconnected molecules or ions with the total composition C39H53Br2N5O3 at a distorted geometry (ωB97M-V with the def2-TZVPD basis set, the Open Molecules 2025 dataset).

## Properties
**Calculated total energy**: -7165.32746 hartree
**HOMO level**: -9.49 eV
**Kohn-Sham gap**: 10.00 eV

```
! RIJCOSX wB97M-V def2-TZVPD def2/J DEFGRID3
* xyz 0 1
C 4.594 3.563 -1.481
C 4.974 4.013 -2.732
C 4.033 3.987 -3.755
N 2.787 3.560 -3.597
C 2.418 3.186 -2.377
C 3.283 3.165 -1.293
H 5.317 3.447 -0.681
H 5.966 4.396 -2.931
H 4.296 4.361 -4.739
H 1.383 2.892 -2.245
H 2.932 2.793 -0.342
C -1.051 -1.339 -0.031
C -1.364 -0.157 -0.665
C -0.346 0.709 -1.031
N 0.941 0.454 -0.795
C 1.226 -0.671 -0.151
C 0.283 -1.616 0.215
H -1.824 -2.049 0.231
H -2.385 0.124 -0.895
H -0.549 1.656 -1.520
H 2.284 -0.832 0.035
H 0.564 -2.553 0.678
C -2.184 2.969 -3.423
C -1.108 3.408 -4.179
C -0.403 4.520 -3.718
N -0.720 5.159 -2.608
C -1.763 4.736 -1.889
C -2.533 3.649 -2.263
H -2.799 2.144 -3.764
H -0.853 2.828 -5.056
H 0.454 4.892 -4.268
H -2.033 5.343 -1.032
H -3.460 3.417 -1.756
C 4.765 1.153 1.332
C 5.701 1.543 2.277
C 6.918 0.869 2.322
N 7.266 -0.091 1.476
C 6.409 -0.363 0.496
C 5.170 0.244 0.367
H 3.795 1.632 1.292
H 5.514 2.341 2.984
H 7.649 1.157 3.072
H 6.729 -1.085 -0.247
H 4.533 -0.024 -0.467
C -4.896 4.801 1.186
C -5.118 3.527 0.685
C -4.164 2.546 0.947
N -3.062 2.759 1.644
C -2.901 3.966 2.184
C -3.798 5.008 2.006
H -5.636 5.586 1.087
H -6.053 3.286 0.197
H -4.368 1.542 0.581
H -2.005 4.094 2.781
H -3.636 5.979 2.454
C 4.048 -1.520 3.383
C 2.598 -1.084 3.083
C 1.938 -1.328 4.432
O 2.487 -2.556 4.875
C 3.867 -2.564 4.506
H 4.578 -0.652 3.768
H 4.524 -1.935 2.499
H 2.164 -1.776 2.363
H 2.518 -0.055 2.739
H 0.855 -1.435 4.371
H 2.162 -0.537 5.162
H 4.142 -3.575 4.212
H 4.466 -2.267 5.374
C -6.255 -2.208 1.759
C -6.373 -2.244 0.236
C -4.943 -1.819 -0.175
O -4.459 -0.978 0.859
C -5.442 -0.945 1.914
H -5.752 -3.073 2.191
H -7.236 -2.088 2.223
H -7.087 -1.490 -0.092
H -6.619 -3.231 -0.150
H -4.984 -1.295 -1.128
H -4.362 -2.746 -0.199
H -6.099 -0.099 1.656
H -4.956 -0.692 2.852
C -1.766 -7.133 0.128
C -2.206 -6.347 1.365
C -3.047 -5.200 0.757
O -3.146 -5.454 -0.637
C -2.926 -6.860 -0.811
H -1.597 -8.192 0.327
H -0.851 -6.710 -0.285
H -1.366 -5.988 1.961
H -2.778 -6.967 2.059
H -2.552 -4.238 0.902
H -4.049 -5.146 1.197
H -2.681 -7.040 -1.856
H -3.838 -7.388 -0.514
Br 3.216 -1.945 -3.173
C 3.198 -0.023 -3.454
C 3.150 0.344 -4.919
Br 4.545 -0.421 -6.018
H 4.050 0.402 -2.936
H 2.255 0.339 -3.050
H 3.262 1.423 -5.016
H 2.176 0.108 -5.341
*
```